No. 1
Computed, not measured: a 2-piece molecular cluster, C6H12O overall in a non-equilibrium geometry, with wB97M-V/def2-TZVPD.

Calculated values
SMILES string ... C/C=C(/C)O.C=C
Molar mass ... 100.16 g mol⁻¹
LUMO energy ... 0.906 eV
E_HOMO ... -7.6098 eV
Spin multiplicity ... 1
Relative energy (zero: lowest compared OMol25 entry of this formula, charge and spin) ... 373.7 kJ/mol

Each line ends with the Mulliken charge.
CARTESIAN COORDINATES (ANGSTROEM)
C 1.935465 -0.875361 -0.438288  -1.178
C 0.613447 -0.693523 0.226950  0.634
O 0.590826 -0.273916 1.535077  -0.543
C 0.102525 1.900577 -0.489365  -0.527
C -0.827962 2.125452 0.429598  -0.447
C -1.909489 -1.118873 0.063501  -1.106
C -0.509820 -1.049595 -0.386150  -0.284
H 2.503932 0.064071 -0.443255  0.267
H 1.775590 -1.161489 -1.482094  0.332
H 2.546985 -1.638847 0.052965  0.328
H 1.310418 0.354816 1.675673  0.403
H 1.163703 2.019664 -0.268039  0.255
H -0.140497 1.577879 -1.497687  0.246
H -0.566795 2.393359 1.449970  0.211
H -1.886211 2.003444 0.214022  0.259
H -2.630186 -1.188517 -0.776970  0.207
H -2.382149 -0.693505 0.941233  0.385
H -0.414081 -1.671067 -1.270927  0.294
H -1.275699 -2.074561 0.463794  0.264

Forces on atoms 1 to 2 (eV/Å):
C 0.23 -0.01 0.00
C 0.07 -0.50 -0.30

***

No. 2
Computed, not measured: one molecule with the formula C4H9ClN2 in a non-equilibrium geometry, with wB97M-V/def2-TZVPD.

Calculated values
Molar mass ... 120.58 g mol⁻¹
LUMO energy ... 0.935 eV
E_HOMO ... -8.0887 eV
Spin multiplicity ... 1
Relative energy (zero: lowest compared OMol25 entry of this formula, charge and spin) ... 270.7 kJ/mol

Each line ends with the Mulliken charge.
CARTESIAN COORDINATES (ANGSTROEM)
C -0.949620 1.053264 0.149893  -0.509
C -0.865533 0.201254 -1.078285  -0.749
C -0.148621 0.517629 1.282961  -0.043
C 1.745672 -0.790999 -0.130794  -0.762
N -0.590600 -1.115868 -0.597890  -0.229
N 0.434490 -1.153509 0.302798  -0.294
Cl -0.876474 0.038079 2.759094  -0.160
H -0.632168 2.070372 -0.004333  0.330
H -1.960215 1.137895 0.526689  0.362
H -1.645893 0.272023 -1.844211  0.349
H -0.034512 0.483508 -1.848614  0.247
H 0.922187 0.957264 1.373206  0.292
H 2.296324 -0.569678 0.815083  0.341
H 2.082484 -1.718999 -0.713075  0.256
H 1.743392 0.101354 -0.823595  0.282
H -1.520914 -1.483590 -0.168925  0.287

Forces on atoms 1 to 2 (eV/Å):
C -0.75 1.46 1.54
C 2.17 0.19 -3.02

***

No. 3
Computed, not measured: one molecule with the formula C2H5NO2S in a non-equilibrium geometry, with wB97M-V/def2-TZVPD.

Calculated values
SMILES string ... [H]/N=C(/C)OSO
Molar mass ... 107.13 g mol⁻¹
LUMO energy ... 0.474 eV
E_HOMO ... -8.7378 eV
Spin multiplicity ... 1
Relative energy (zero: lowest compared OMol25 entry of this formula, charge and spin) ... 201.6 kJ/mol

Each line ends with the Mulliken charge.
CARTESIAN COORDINATES (ANGSTROEM)
C -0.158979 0.041319 -0.364915  0.581
C 1.158234 0.725274 0.116608  -0.842
N -0.106567 -0.951543 -1.097692  -0.552
O -3.451320 -0.066033 0.909776  -0.422
O -1.254646 0.747388 0.083223  -0.292
S -2.677483 0.199157 -0.464538  0.141
H -0.852602 -1.558788 -1.463068  0.274
H 1.157643 1.798138 -0.282489  0.248
H 2.066166 0.216065 -0.353539  0.267
H 1.240870 0.875814 1.275362  0.254
H -2.915521 -0.715221 1.460625  0.344

Forces on atoms 1 to 2 (eV/Å):
C 1.89 0.65 0.71
C 0.18 1.22 0.15

***

No. 4
Computed, not measured: one molecule with the formula C17H21N5O2S, with wB97M-V/def2-TZVPD.

Calculated values
SMILES string ... Cc1cccc(C(=O)N[C@H](C)/C=C/C(=O)N[C@H](C)c2nncs2)c1N
Molar mass ... 359.45 g mol⁻¹
LUMO energy ... 0.549 eV
E_HOMO ... -8.2205 eV
Spin multiplicity ... 1
Relative energy (zero: lowest compared OMol25 entry of this formula, charge and spin) ... 121.5 kJ/mol

Each line ends with the Mulliken charge.
CARTESIAN COORDINATES (ANGSTROEM)
C -1.753231 6.072632 1.718623  -1.568
C -2.420918 4.913019 1.038578  0.941
C -3.457972 5.105389 0.147113  -0.607
C -4.109390 4.034041 -0.456677  -0.920
C -3.682829 2.753933 -0.179441  -0.643
C -2.615715 2.517144 0.692812  0.400
C -2.131367 1.125557 0.925947  0.704
O -1.565356 0.775587 1.956636  -0.754
N -2.346373 0.247892 -0.094075  -0.203
C -1.880667 -1.140711 -0.072673  0.051
C -2.514214 -1.943930 1.062120  -1.548
C -0.379217 -1.210178 -0.025672  -0.230
C 0.355005 -1.845070 -0.928446  -0.680
C 1.836755 -1.889552 -0.805482  0.623
O 2.459222 -1.303045 0.065809  -0.705
N 2.470237 -2.632031 -1.754230  -0.143
C 3.914127 -2.808859 -1.732140  0.466
C 4.414148 -3.158315 -3.123935  -1.639
C 4.310963 -3.856322 -0.717448  0.134
N 4.778142 -5.016568 -1.050783  -0.138
N 5.046566 -5.816113 0.023424  -0.629
C 4.777779 -5.223607 1.140933  -0.078
S 4.160487 -3.633165 0.986181  -0.021
C -1.990643 3.602556 1.333081  0.085
N -1.024229 3.435767 2.314910  -0.524
H -1.776911 5.949238 2.803186  0.355
H -0.702017 6.161603 1.428473  0.327
H -2.244854 7.008990 1.460500  0.393
H -3.784858 6.117999 -0.059414  0.342
H -4.945189 4.203135 -1.121581  0.394
H -4.205478 1.913658 -0.619345  0.519
H -2.576693 0.636131 -0.991580  0.344
H -2.213208 -1.568672 -1.021054  0.364
H -2.244178 -2.994951 0.958475  0.462
H -2.171144 -1.583923 2.028670  0.311
H -3.600085 -1.855122 1.018410  0.378
H 0.113185 -0.719055 0.806482  0.518
H -0.105002 -2.349883 -1.773536  0.219
H 1.929547 -3.214647 -2.371949  0.284
H 4.331625 -1.854083 -1.409991  0.329
H 5.494989 -3.278983 -3.120355  0.380
H 3.984401 -4.100260 -3.465059  0.366
H 4.143463 -2.362799 -3.817322  0.440
H 4.924515 -5.701408 2.097776  0.430
H -0.208883 4.021516 2.216036  0.188
H -0.794554 2.465455 2.488000  0.283

Forces on atoms 1 to 2 (eV/Å):
C 0.00 0.00 0.00
C 0.10 0.01 -0.11

***

What did the first record say?
Computed, not measured: a 2-piece molecular cluster, C6H12O overall in a non-equilibrium geometry, with wB97M-V/def2-TZVPD.

Calculated values
SMILES string ... C/C=C(/C)O.C=C
Molar mass ... 100.16 g mol⁻¹
LUMO energy ... 0.906 eV
E_HOMO ... -7.6098 eV
Spin multiplicity ... 1
Relative energy (zero: lowest compared OMol25 entry of this formula, charge and spin) ... 373.7 kJ/mol

Each line ends with the Mulliken charge.
CARTESIAN COORDINATES (ANGSTROEM)
C 1.935465 -0.875361 -0.438288  -1.178
C 0.613447 -0.693523 0.226950  0.634
O 0.590826 -0.273916 1.535077  -0.543
C 0.102525 1.900577 -0.489365  -0.527
C -0.827962 2.125452 0.429598  -0.447
C -1.909489 -1.118873 0.063501  -1.106
C -0.509820 -1.049595 -0.386150  -0.284
H 2.503932 0.064071 -0.443255  0.267
H 1.775590 -1.161489 -1.482094  0.332
H 2.546985 -1.638847 0.052965  0.328
H 1.310418 0.354816 1.675673  0.403
H 1.163703 2.019664 -0.268039  0.255
H -0.140497 1.577879 -1.497687  0.246
H -0.566795 2.393359 1.449970  0.211
H -1.886211 2.003444 0.214022  0.259
H -2.630186 -1.188517 -0.776970  0.207
H -2.382149 -0.693505 0.941233  0.385
H -0.414081 -1.671067 -1.270927  0.294
H -1.275699 -2.074561 0.463794  0.264

Forces on atoms 1 to 2 (eV/Å):
C 0.23 -0.01 0.00
C 0.07 -0.50 -0.30